ORCA calculation (wB97M-V/def2-TZVPD) on a 10-piece molecular cluster, C40H62F21NO16 overall in a non-equilibrium geometry.

Summary:
energy relative to the best compared isomer or geometry (same formula, charge and spin)	0.00	kcal/mol
2S+1	2
⟨S²⟩	0.755
E_HOMO (spin up / spin down)	-0.3870 / -0.3870	Eh
charge	+1
orbital gap (spin up / spin down)	8.16 / 3.79	eV

CARTESIAN COORDINATES (ANGSTROEM)
C 3.805 -0.370 -8.117
C 3.523 -0.325 -6.610
N 2.337 -1.106 -6.159
C 2.049 -1.138 -4.683
C 1.131 -2.255 -4.165
C 1.121 -1.045 -7.008
C 0.553 0.440 -7.058
H 4.138 -1.349 -8.461
H 4.625 0.320 -8.318
H 2.954 -0.114 -8.748
H 4.378 -0.703 -6.049
H 3.375 0.719 -6.334
H 2.945 -1.174 -4.063
H 1.539 -0.209 -4.427
H 0.910 -2.213 -3.099
H 0.201 -2.281 -4.734
H 1.509 -3.242 -4.430
H 0.340 -1.725 -6.668
H 1.428 -1.315 -8.019
H 1.249 1.050 -7.633
H 0.402 0.875 -6.070
H -0.391 0.551 -7.592
C -4.512 2.047 -0.789
C -4.076 3.557 -0.984
O -5.271 4.334 -0.688
C -5.515 4.678 0.625
O -4.759 4.465 1.549
C -6.789 5.510 0.876
F -6.599 6.723 1.375
F -7.473 5.620 -0.203
F -7.532 4.787 1.711
H -5.250 1.652 -1.487
H -4.883 1.977 0.234
H -3.783 1.238 -0.791
H -3.561 3.632 -1.942
H -3.311 3.824 -0.254
C -6.289 -6.249 -0.408
C -4.863 -6.237 0.279
O -4.318 -5.084 -0.254
C -2.968 -4.811 -0.148
O -2.131 -5.571 0.253
C -2.627 -3.280 -0.417
F -1.406 -3.115 -0.964
F -3.544 -2.722 -1.280
F -2.688 -2.512 0.755
H -6.882 -7.107 -0.093
H -6.315 -6.322 -1.495
H -6.908 -5.361 -0.281
H -4.286 -7.111 -0.022
H -4.886 -6.186 1.367
C -1.663 3.452 -7.572
C -2.389 3.857 -6.291
O -1.598 3.460 -5.194
C -0.586 4.160 -4.749
O -0.043 5.016 -5.422
C 0.017 3.526 -3.448
F -0.874 2.985 -2.700
F 0.977 2.609 -3.749
F 0.596 4.555 -2.781
H -1.372 2.405 -7.486
H -0.750 4.027 -7.725
H -2.258 3.679 -8.457
H -3.360 3.390 -6.126
H -2.675 4.901 -6.161
C -0.485 0.054 -1.108
C -1.092 0.607 0.162
O 0.040 0.670 1.086
C -0.105 0.644 2.442
O -1.195 0.729 3.076
C 1.291 0.693 3.138
F 2.313 0.268 2.423
F 1.460 2.007 3.415
F 1.288 -0.042 4.162
H -0.092 -0.956 -0.990
H 0.436 0.573 -1.373
H -1.169 0.152 -1.952
H -1.900 0.009 0.581
H -1.279 1.641 -0.128
C 8.010 -2.950 0.104
C 6.739 -3.701 -0.313
O 5.540 -2.981 -0.193
C 4.420 -3.398 -0.758
O 4.264 -4.347 -1.531
C 3.303 -2.283 -0.689
F 3.410 -1.464 0.349
F 3.304 -1.469 -1.753
F 2.079 -2.891 -0.699
H 8.098 -1.952 -0.326
H 8.893 -3.465 -0.272
H 8.026 -2.898 1.193
H 6.604 -4.542 0.368
H 6.847 -4.108 -1.318
C -2.481 5.983 3.564
C -1.346 5.001 4.013
O -0.266 4.775 3.094
C -0.493 4.389 1.788
O -1.474 3.753 1.419
C 0.745 4.553 0.860
F 1.099 3.357 0.453
F 0.315 5.259 -0.223
F 1.793 5.183 1.403
H -3.161 5.506 2.858
H -2.116 6.855 3.022
H -3.044 6.419 4.389
H -1.784 4.048 4.310
H -0.829 5.450 4.861
C 4.645 -0.828 5.194
C 4.985 -1.352 3.761
O 4.374 -2.655 3.564
C 4.959 -3.819 4.009
O 5.950 -3.831 4.651
C 4.325 -5.068 3.399
F 5.183 -5.838 2.767
F 3.657 -5.755 4.300
F 3.378 -4.651 2.441
H 5.384 -0.104 5.535
H 4.811 -1.734 5.777
H 3.594 -0.562 5.314
H 6.046 -1.295 3.516
H 4.582 -0.703 2.984
C 2.235 -3.942 7.152
C 1.898 -2.779 8.013
O 2.320 -2.773 9.139
C 0.931 -1.711 7.510
H 2.408 -3.669 6.111
H 1.394 -4.632 7.075
H 3.103 -4.497 7.507
H 1.154 -1.490 6.467
H 0.906 -0.742 8.009
H -0.056 -2.164 7.601
C -3.886 0.919 5.452
C -4.844 1.080 4.354
O -5.938 0.621 4.538
C -4.397 1.932 3.167
H -4.466 0.362 6.189
H -3.605 1.892 5.853
H -3.009 0.317 5.214
H -4.471 3.018 3.232
H -4.911 1.661 2.245
H -3.363 1.870 2.827

Atomic forces in eV per Å
0.0319 -0.4184 0.0600
-0.0811 -1.0011 -0.6089
-1.4716 1.6467 1.0297
0.0923 -0.7896 0.5419
-0.3651 -0.8155 -1.6636
0.0116 0.6905 -0.2951
0.7166 -0.2792 -0.1047
0.0259 -0.1035 0.2396
-0.1327 0.0673 -0.0115
0.0725 0.3295 0.1870
-0.0578 0.0492 0.1011
-0.3302 0.0849 0.4146
0.3938 0.1862 -0.6692
0.0883 0.4971 -0.3826
0.2765 0.2904 -0.1664
-0.3677 0.4635 0.3933
0.5704 -0.0314 0.4532
0.4235 -0.0200 0.1684
-0.1394 -0.1229 0.1021
0.1189 0.1314 0.2452
0.1506 -0.1319 0.0488
-0.0021 -0.7726 0.0197
0.1729 0.3486 0.6905
0.1196 -2.6237 1.6115
-0.5042 0.8561 0.4152
3.0172 -0.0090 -0.1808
-1.0445 0.0864 -1.2404
0.1016 -1.1802 0.3003
0.6239 -0.0988 0.3121
-1.2588 0.5861 -2.4437
-0.1249 -0.0759 0.9911
-0.3278 0.7153 -0.0515
-0.4456 0.0197 -0.1464
0.8991 0.5864 -0.2575
-1.1550 1.0714 -0.4588
-0.1158 -0.1497 0.2004
-0.0475 -0.6721 0.4238
-2.1504 -1.2267 -1.0551
3.3774 3.3069 -0.7545
-1.1184 -0.5974 1.2516
-0.5045 0.6699 -0.5785
-1.2246 1.1641 -0.1238
-0.9378 -0.3672 0.6484
1.1341 -0.6286 0.9616
0.2509 -1.6057 -1.8537
0.0742 0.0000 0.3408
0.9880 -0.2217 -0.1113
0.3855 0.1822 0.8106
-0.0187 -0.0589 0.0427
-0.1966 0.0497 -0.0148
-0.1865 0.7665 0.0418
-0.4180 0.5382 -0.6856
-0.6401 -1.2648 2.2235
1.5950 0.4297 -2.7342
-0.4835 -0.5919 1.8746
1.4046 2.5718 -1.0237
-1.1922 -1.0555 1.1127
-0.4719 0.3181 0.0351
-0.0706 -1.0358 -0.3367
-0.3542 -0.0002 -0.2806
0.0212 0.0825 0.3645
-0.2127 -0.4701 0.0536
0.2494 -0.6647 -0.2884
0.7087 0.3529 -0.4666
0.7637 -0.7448 -0.1660
1.3745 0.4777 -0.4230
0.0488 -0.5210 2.0261
-4.0844 0.7860 -0.3467
4.4748 -0.6642 -2.3321
-1.2179 1.4716 -2.4476
0.5310 0.2973 -1.2645
0.3850 -0.3040 0.3778
-0.3968 -1.3214 3.5791
-0.6262 -0.3426 -0.0040
-0.1455 0.6766 0.1123
-0.1150 -0.2609 0.0716
-0.0496 0.4118 -0.0175
-0.9146 0.0732 0.8443
-0.7905 0.2994 -0.0228
1.3457 -1.7144 -0.0824
-1.4930 1.4997 0.3440
0.2072 -0.9174 -3.0481
0.3565 2.0330 2.3131
-0.9150 -0.6636 0.7395
-0.0967 -0.5525 0.3409
0.4779 -0.2251 -0.7824
1.0344 0.5122 0.3097
-0.3475 0.1068 0.0893
-0.1805 -0.3712 0.2217
0.3066 0.2030 -0.0810
0.2763 -0.3029 -0.1494
-0.2358 0.1117 -0.1001
0.6394 -0.3934 -0.8723
-1.2013 0.8472 0.4645
0.2140 0.4193 -2.9860
-1.5920 -1.7226 2.5542
1.8626 1.7259 0.2669
-0.9373 1.3891 0.1342
0.5600 -0.6968 -0.3357
0.4891 -0.2365 0.6106
-0.6287 -0.3905 -0.2865
-0.0867 -0.1532 0.2959
0.5464 0.0018 0.0443
0.1121 -0.5169 0.2679
0.0841 -0.0641 -0.0687
-0.0246 -0.2463 0.0091
0.8037 -1.6192 -0.9602
-0.4328 0.9444 0.7130
-0.0230 -1.2752 -0.3090
0.2775 3.0930 -1.2408
0.7906 -0.7145 0.8575
-2.4949 1.0938 -1.6067
0.4048 -0.0342 0.1788
0.0826 -0.3853 0.3786
1.1726 -0.7171 1.0020
-0.4274 0.2620 -0.0778
-0.0200 0.2000 0.5482
0.2516 0.3646 -0.1430
0.2336 -0.8488 0.5603
-0.6033 -0.3353 0.0366
0.0640 -0.5517 -1.3641
-0.1950 0.5237 0.7869
0.2087 0.4115 0.6182
0.2956 -0.2565 -0.5715
0.1009 0.2620 -0.1134
-0.1874 -0.0439 0.2756
-0.1448 0.2021 0.2461
-0.2991 -0.2156 -0.1921
0.3648 -0.4064 0.5398
-0.1848 0.0879 -0.2744
0.4948 -0.6535 1.2144
0.7447 1.1358 -0.3462
-1.0979 -0.0908 -1.2023
-0.0010 -0.1758 -1.3727
0.3207 0.1588 0.3654
0.2579 -0.0099 -0.0107
0.1757 0.3260 -0.2672
-0.6683 -0.0844 0.7449
-0.6321 -0.0380 0.2786
0.4129 -0.6812 0.7853

***

ORCA calculation (wB97M-V/def2-TZVPD) on C40H63AlN6O3SSi as an isolated structure.

Summary:
E_HOMO	-0.2554	Eh
orbital gap	7.17	eV

CARTESIAN COORDINATES (ANGSTROEM)
Al -0.269 -0.134 0.350
C 1.253 3.372 0.187
C 0.421 3.609 1.444
C -0.349 2.363 1.905
N -0.958 1.610 0.834
C -2.084 2.003 0.268
C -2.733 3.196 0.645
C -3.882 3.824 0.202
C -4.733 3.477 -0.831
C -4.586 2.369 -1.652
C -3.676 1.336 -1.583
C -2.617 1.028 -0.698
N -2.007 -0.147 -0.671
C -2.617 -1.291 -1.328
C -1.632 -2.330 -1.853
C -0.641 -2.724 -0.767
N 0.310 -1.658 -0.636
C 1.444 -1.587 -1.300
C 1.898 -2.621 -2.142
C 3.013 -2.740 -2.936
C 4.046 -1.836 -3.135
C 4.210 -0.626 -2.488
C 3.433 -0.024 -1.514
C 2.205 -0.385 -0.936
N 1.639 0.314 0.047
C 2.464 1.190 0.855
C 2.579 2.658 0.421
H 0.660 2.799 -0.526
H 1.482 4.345 -0.257
H 1.066 3.945 2.260
H -0.285 4.418 1.232
H 0.327 1.664 2.400
H -1.096 2.654 2.656
H -2.275 3.706 1.481
H -4.132 4.740 0.729
H -5.571 4.131 -1.028
H -5.305 2.290 -2.461
H -3.822 0.614 -2.375
H -3.270 -1.773 -0.590
H -3.238 -1.010 -2.183
H -2.201 -3.196 -2.205
H -1.080 -1.908 -2.697
H -1.163 -2.797 0.191
H -0.177 -3.694 -0.971
H 1.264 -3.497 -2.154
H 3.091 -3.672 -3.484
H 4.812 -2.121 -3.844
H 5.102 -0.075 -2.769
H 3.838 0.918 -1.169
H 2.043 1.146 1.860
H 3.479 0.776 0.927
H 3.137 3.184 1.200
H 3.156 2.726 -0.505
N -0.104 1.327 -2.443
C -0.414 2.390 -2.761
N -0.738 3.611 -3.087
C -2.049 3.936 -3.606
C -2.410 5.381 -3.231
C -1.644 5.792 -1.976
C -0.145 5.847 -2.282
C 0.260 4.652 -3.170
H -2.765 3.238 -3.166
H -2.072 3.818 -4.701
H -3.484 5.452 -3.062
H -2.152 6.061 -4.047
H -1.836 5.064 -1.185
H -1.984 6.767 -1.626
H 0.409 5.840 -1.342
H 0.102 6.773 -2.804
H 1.222 4.236 -2.863
H 0.350 4.978 -4.216
C -3.691 -4.406 0.819
C -2.777 -4.629 2.026
C -3.635 -4.764 3.281
C -1.920 -5.882 1.840
O -1.868 -3.540 2.107
Si -1.952 -2.171 2.983
S -0.287 -0.964 2.476
O -1.927 -2.463 4.581
C -0.940 -2.699 5.567
C -0.737 -1.383 6.320
C -1.499 -3.776 6.504
C 0.375 -3.184 4.965
O -3.428 -1.587 2.633
C -4.312 -0.667 3.238
C -3.640 0.700 3.350
C -5.537 -0.624 2.316
C -4.727 -1.157 4.627
H -4.475 -5.157 0.795
H -3.121 -4.453 -0.104
H -4.145 -3.422 0.906
H -4.198 -5.695 3.245
H -4.326 -3.931 3.344
H -3.011 -4.756 4.167
H -2.550 -6.756 1.702
H -1.292 -6.027 2.716
H -1.274 -5.757 0.975
H -1.665 -1.085 6.804
H -0.452 -0.616 5.606
H 0.041 -1.480 7.073
H -2.502 -3.508 6.824
H -0.864 -3.887 7.378
H -1.542 -4.731 5.988
H 0.795 -2.416 4.324
H 0.203 -4.073 4.366
H 1.077 -3.419 5.759
H -3.309 1.027 2.367
H -2.771 0.614 3.997
H -4.327 1.436 3.760
H -5.252 -0.257 1.333
H -6.314 0.015 2.726
H -5.933 -1.633 2.208
H -3.839 -1.299 5.233
H -5.249 -2.108 4.550
H -5.383 -0.431 5.103

Atomic forces in eV per Å
0.0111 0.0147 -0.2899
0.1912 0.1332 0.1726
-0.1096 -0.1159 -0.2332
0.2344 0.2078 0.2957
-0.3452 -0.0846 -0.3299
0.4880 0.2749 0.2757
-0.0097 0.0938 0.2114
-0.1525 -0.1399 -0.1835
-0.0689 0.1854 -0.0530
0.0434 0.0873 0.2861
-0.1888 -0.1874 -0.3846
-0.1599 -0.6383 -0.0664
0.0578 0.5789 0.3891
-0.1594 -0.2812 -0.4385
0.0106 0.0971 0.1105
-0.2231 -0.2509 -0.2303
0.4617 0.1758 -0.1286
-0.5490 -0.2333 0.2250
-0.0506 -0.3406 -0.0965
-0.0009 0.2001 0.0659
0.2567 0.0531 -0.1454
-0.0083 -0.3320 -0.1058
0.0354 0.1912 0.1282
0.3319 0.4299 0.1948
-0.3271 -0.1709 -0.1127
0.1691 0.2598 0.0673
-0.2015 -0.1931 -0.0952
0.0151 0.0972 -0.1106
-0.0358 -0.0505 -0.0611
-0.0385 0.0510 0.0660
0.0147 0.0012 0.0764
-0.1715 0.2399 0.1473
0.0673 -0.1429 -0.0280
0.0868 -0.0251 -0.0473
0.0003 -0.0399 0.0515
-0.0291 0.0562 -0.0164
0.0215 -0.0433 -0.0107
0.0142 -0.0173 0.0996
-0.0510 0.0112 -0.0308
0.0167 -0.0032 0.2261
-0.0161 0.0676 0.0171
-0.0123 -0.1053 -0.0848
0.0971 -0.2444 -0.1335
-0.0431 0.0700 0.1138
-0.0722 0.0652 -0.0386
-0.0252 -0.0107 -0.0071
0.0194 0.0205 -0.0192
-0.0315 0.0467 0.0372
-0.0615 -0.0057 0.0519
0.1983 0.0463 0.0633
-0.1245 -0.0018 0.0315
0.1146 0.0391 -0.0212
0.0786 -0.0181 0.0483
0.2633 -0.7800 0.0755
0.0203 -0.0903 -0.0627
-0.0730 0.3928 -0.0869
-0.5977 0.0561 -0.3126
0.0444 -0.0514 0.1881
0.0179 0.1148 -0.1389
-0.0449 -0.0802 0.0802
0.4613 0.4682 0.0253
0.1253 0.1045 -0.0878
0.0133 -0.0874 0.1615
-0.0123 -0.0075 -0.0923
-0.0443 0.0211 -0.0232
-0.0071 0.0630 -0.0090
-0.0266 -0.0132 0.0672
0.0613 0.0028 -0.0801
-0.0053 0.0127 0.0245
-0.0790 0.0429 -0.0832
0.0260 -0.1136 0.1114
0.2504 0.0379 0.2500
-0.2766 -0.4876 -0.1477
0.2011 0.0279 -0.1502
-0.1690 0.3435 0.0467
0.3093 -0.1652 -0.0139
0.6690 0.5333 -0.2464
-0.3665 -0.3178 0.3058
-0.2752 -0.0711 -0.0493
0.2826 -0.0929 0.6125
-0.0829 -0.2738 -0.2030
0.0613 0.2890 -0.2701
-0.2437 0.1866 0.0262
-0.0152 -0.1530 -0.2607
-0.5890 0.4055 0.1882
-0.1126 -0.3458 -0.1391
0.3434 0.0115 0.2135
0.1556 0.0320 -0.2702
-0.1163 -0.1431 -0.0711
0.0781 -0.0064 -0.1850
-0.1193 0.1082 -0.0106
-0.0795 -0.0752 -0.0026
-0.1821 0.1233 0.0859
0.0547 -0.0767 0.1611
-0.0472 -0.1453 -0.0365
0.0705 -0.0583 0.1105
0.0720 -0.0221 -0.1302
-0.0863 0.0459 0.0637
0.0915 0.1672 -0.0633
0.1146 -0.0025 0.1297
-0.1268 0.0477 0.0697
0.1063 -0.0197 0.1481
-0.0331 -0.1671 -0.0608
0.1726 0.0064 -0.0250
0.0036 -0.1912 -0.1095
0.1176 -0.0618 0.1102
0.0500 0.0618 -0.0735
0.1544 0.0979 0.1060
-0.0770 0.0975 0.0564
0.0346 0.0760 -0.1481
-0.0884 0.1144 0.0470
-0.0589 -0.0657 -0.0163
0.0098 -0.0067 0.1781
-0.0723 -0.1176 0.0289
-0.0969 0.0789 0.0389

***

Calculated electronic energy in order - -133793.1882; -82904.5946 eV